No. 1
ORCA calculation (wB97M-V/def2-TZVPD) on a structure of composition C17H32N2O5PPd.

## Properties
* expectation value of S²: 2.01
* highest occupied orbital energy (spin up / spin down): -10.56 / -11.54 eV
* LUMO energy (spin up / spin down): -1.94 / -4.10 eV
* molar mass: 481.8 g mol⁻¹
* Kohn-Sham gap (spin up / spin down): 8.62 / 7.44 eV

Geometry as ORCA input:
```
! RIJCOSX wB97M-V def2-TZVPD def2/J DEFGRID3
* xyz 1 3
Pd 0.306 -0.986 -0.519
C -0.968 1.809 0.307
N -1.333 0.575 -0.395
C -1.598 0.856 -1.815
C -2.496 -0.079 0.236
C -2.489 -1.566 0.018
C -3.652 -2.314 -0.134
C -3.580 -3.696 -0.250
C -2.350 -4.346 -0.226
C -1.180 -3.607 -0.091
C -1.272 -2.227 0.007
H -1.770 2.553 0.245
H -0.066 2.232 -0.134
H -0.773 1.587 1.354
H -2.443 1.546 -1.921
H -1.839 -0.071 -2.336
H -0.717 1.301 -2.277
H -3.425 0.372 -0.130
H -2.442 0.124 1.308
H -4.615 -1.817 -0.155
H -4.489 -4.272 -0.360
H -2.302 -5.423 -0.315
H -0.219 -4.109 -0.084
C 4.385 -3.076 0.346
C 3.058 -2.552 0.826
O 3.174 -1.121 1.022
P 2.067 -0.059 0.614
O 1.729 0.714 1.954
C 1.083 -0.010 3.040
C 2.091 -0.417 4.080
O 2.815 1.045 -0.213
C 4.099 1.614 0.205
C 5.208 1.040 -0.634
H 4.340 -4.162 0.257
H 5.180 -2.824 1.048
H 4.636 -2.663 -0.631
H 2.769 -2.985 1.784
H 2.269 -2.761 0.100
H 0.544 -0.869 2.628
H 0.347 0.684 3.442
H 2.843 -1.091 3.668
H 1.580 -0.927 4.898
H 2.598 0.457 4.489
H 4.240 1.425 1.269
H 3.987 2.686 0.059
H 5.293 -0.037 -0.489
H 6.153 1.500 -0.342
H 5.040 1.245 -1.691
N 2.304 -1.534 -5.629
C 1.815 -2.512 -4.668
C 1.529 -1.846 -3.339
O 1.614 -0.525 -3.341
O 1.230 -2.478 -2.350
H 3.302 -1.612 -5.778
H 1.867 -0.288 -4.268
H 1.849 -1.609 -6.527
H 2.499 -3.341 -4.481
H 0.870 -2.948 -4.994
*
```

Atomic partial charges in e from the Mulliken method, atoms 1 to 6: number 1, Pd, carries -0.88; number 2, C, carries -1.27; number 3, N, carries 0.88; number 4, C, carries -1.06; number 5, C, carries -1.05; number 6, C, carries 1.02

=====

No. 2
ORCA calculation (wB97M-V/def2-TZVPD) on a structure of composition C17H32N3OPSiW in a non-equilibrium geometry.

## Properties
* expectation value of S²: 2.03
* highest occupied orbital energy (spin up / spin down): -3.96 / -6.65 eV
* LUMO energy (spin up / spin down): 0.23 / 0.23 eV
* molar mass: 537.4 g mol⁻¹
* Kohn-Sham gap (spin up / spin down): 4.19 / 6.88 eV

Geometry as ORCA input:
```
! RIJCOSX wB97M-V def2-TZVPD def2/J DEFGRID3
* xyz 0 3
W 0.293 -0.075 -0.016
Si -0.638 1.852 1.234
P 2.160 1.375 -0.652
N 1.125 -1.003 1.231
H 0.547 -0.606 -1.616
C 3.340 0.828 -1.924
H 4.207 1.512 -1.940
H 2.860 0.835 -2.914
H 3.698 -0.188 -1.702
C 1.867 3.122 -1.091
H 2.850 3.600 -1.247
H 1.345 3.654 -0.284
H 1.273 3.191 -2.014
C 3.206 1.488 0.856
H 4.080 2.116 0.622
H 3.549 0.490 1.155
H 2.653 1.943 1.686
C -1.686 3.263 0.479
H -2.577 2.855 -0.011
H -1.093 3.836 -0.241
H -2.009 3.933 1.289
H -1.594 1.406 2.288
H 0.350 2.650 2.006
C 1.447 -1.554 2.406
C 2.477 -3.382 3.480
C 1.996 -2.838 2.303
C 1.269 -0.787 3.579
C 1.762 -1.357 4.747
C 2.346 -2.631 4.667
H 2.928 -4.359 3.435
H 2.031 -3.263 1.296
H 0.795 0.199 3.492
H 1.672 -0.800 5.669
H 2.721 -3.076 5.590
C -1.379 1.384 -2.921
O -0.937 1.611 -1.790
C -1.625 0.033 -3.507
H -1.667 0.131 -4.603
H -2.592 -0.363 -3.155
H -0.853 -0.724 -3.298
C -1.742 2.645 -3.648
H -1.108 2.748 -4.539
H -1.533 3.468 -2.951
H -2.815 2.616 -3.873
C -3.424 -4.144 -0.871
N -2.895 -2.867 -0.412
C -3.577 -1.958 0.382
C -2.775 -0.879 0.547
N -1.573 -1.131 -0.151
C -1.700 -2.335 -0.711
H -3.695 -4.800 -0.031
H -4.335 -3.999 -1.471
H -2.673 -4.647 -1.487
H -4.553 -2.174 0.738
H -2.865 0.002 1.154
H -0.934 -2.847 -1.260
*
```

Atomic partial charges in e from the Mulliken method, atoms 1 to 6: number 1, W, carries 0.16; number 2, Si, carries 0.45; number 3, P, carries 1.00; number 4, N, carries 0.21; number 5, H, carries -0.41; number 6, C, carries -1.29

=====

No. 3
ORCA calculation (wB97M-V/def2-TZVPD) on a structure of composition C17H32N4O3Ti.

## Properties
* expectation value of S²: 0.78
* highest occupied orbital energy (spin up / spin down): -18.77 / -18.89 eV
* LUMO energy (spin up / spin down): -10.60 / -11.85 eV
* molar mass: 388.3 g mol⁻¹
* Kohn-Sham gap (spin up / spin down): 8.16 / 7.04 eV

Geometry as ORCA input:
```
! RIJCOSX wB97M-V def2-TZVPD def2/J DEFGRID3
* xyz 3 2
Ti -0.012 0.234 0.281
C -1.352 -2.303 -0.910
C -2.414 -1.813 0.045
N -2.185 -0.360 0.290
C -3.020 0.133 1.416
C -2.183 0.899 2.395
C -2.717 1.453 3.542
C -1.886 2.175 4.389
C -0.547 2.330 4.058
C -0.079 1.746 2.899
C 1.333 1.827 2.422
N 1.415 1.061 1.201
C 0.543 -1.446 1.908
C 0.458 -2.493 0.834
N -0.046 -1.827 -0.405
N -0.883 1.037 2.081
H -1.504 -1.884 -1.907
H -1.376 -3.391 -0.998
H -2.332 -2.328 1.004
H -3.416 -2.000 -0.341
H -2.495 0.137 -0.547
H -3.488 -0.713 1.922
H -3.837 0.758 1.051
H -3.767 1.322 3.768
H -2.282 2.615 5.295
H 0.127 2.891 4.692
H 2.023 1.459 3.189
H 1.616 2.871 2.237
H 2.372 0.908 0.901
H -0.333 -1.292 2.530
H 1.476 -1.347 2.448
H -0.221 -3.294 1.143
H 1.423 -2.949 0.630
H 0.665 -1.971 -1.113
C 3.613 -1.049 0.065
O 2.389 -0.732 -0.632
C 2.657 -0.171 -1.918
C 1.356 -0.139 -2.666
O 0.362 0.548 -1.849
C -0.410 1.563 -2.549
C -0.469 2.747 -1.642
O -0.937 2.266 -0.364
C -1.593 3.369 0.329
H 4.142 -1.846 -0.456
H 3.350 -1.385 1.065
H 4.264 -0.173 0.124
H 3.375 -0.786 -2.466
H 3.069 0.838 -1.807
H 0.986 -1.138 -2.904
H 1.486 0.396 -3.605
H -1.402 1.162 -2.765
H 0.076 1.826 -3.486
H -1.163 3.486 -2.041
H 0.514 3.205 -1.511
H -2.504 3.625 -0.210
H -0.923 4.229 0.351
H -1.834 3.073 1.341
*
```

Atomic partial charges in e from the Mulliken method, atoms 1 to 6: number 1, Ti, carries -1.13; number 2, C, carries -0.97; number 3, C, carries -0.62; number 4, N, carries 0.22; number 5, C, carries -1.30; number 6, C, carries 0.44

=====

No. 4
ORCA calculation (wB97M-V/def2-TZVPD) on the molecule C17H32N4O5S in a non-equilibrium geometry.

## Properties
* highest occupied orbital energy: -8.87 eV
* SMILES string: CCOC(=O)N1CCN(C(=O)C2CCN(S(=O)(=O)N(CC)CC)CC2)CC1
* LUMO energy: 0.51 eV
* molar mass: 404.5 g mol⁻¹
* Kohn-Sham gap: 9.38 eV

Geometry as ORCA input:
```
! RIJCOSX wB97M-V def2-TZVPD def2/J DEFGRID3
* xyz 0 1
C 7.459 -0.390 3.274
C 6.777 -1.585 2.625
H 7.390 -1.967 1.802
H 6.592 -2.378 3.352
O 5.485 -1.246 2.121
C 5.471 -0.628 0.917
O 6.454 -0.429 0.244
N 4.222 -0.237 0.562
C 3.018 -0.596 1.269
H 3.280 -1.044 2.226
H 2.435 0.317 1.443
C 2.193 -1.580 0.422
N 1.929 -1.002 -0.875
C 0.739 -0.673 -1.440
O 0.703 -0.165 -2.545
C -0.526 -1.005 -0.649
C -0.766 -0.006 0.495
C -1.147 1.371 -0.056
N -2.274 1.318 -0.948
S -3.794 1.674 -0.428
O -3.645 2.531 0.709
O -4.514 2.149 -1.568
N -4.482 0.209 0.040
C -5.646 -0.242 -0.699
C -5.540 -1.710 -1.107
H -4.692 -1.867 -1.767
H -6.446 -2.001 -1.633
H -5.429 -2.349 -0.234
H -5.708 0.387 -1.586
H -6.559 -0.090 -0.115
C -4.465 -0.040 1.467
C -5.542 0.694 2.265
H -5.457 1.761 2.078
H -6.539 0.360 1.993
H -5.395 0.507 3.326
H -3.489 0.294 1.821
H -4.546 -1.121 1.623
C -2.136 0.388 -2.041
C -1.766 -1.016 -1.555
H -1.582 -1.652 -2.422
H -2.598 -1.426 -0.979
H -3.088 0.380 -2.570
H -1.355 0.754 -2.713
H -1.416 2.054 0.750
H -0.300 1.789 -0.613
H 0.117 0.100 1.125
H -1.582 -0.386 1.113
H -0.409 -2.012 -0.233
C 3.156 -0.677 -1.582
H 2.884 -0.243 -2.545
C 3.985 0.308 -0.758
H 4.952 0.487 -1.229
H 3.445 1.255 -0.658
H 3.730 -1.596 -1.744
H 1.274 -1.836 0.944
H 2.781 -2.496 0.280
H 8.407 -0.701 3.703
H 6.831 0.023 4.060
H 7.645 0.378 2.527
*
```

Atomic partial charges in e from the Mulliken method, atoms 1 to 6: number 1, C, carries -1.12; number 2, C, carries -0.29; number 3, H, carries 0.33; number 4, H, carries 0.32; number 5, O, carries -0.38; number 6, C, carries 0.76

=====

Number 1: electronic energy -1621.73923 a.u.. Number 2: electronic energy -1604.30790 a.u.. Number 3: electronic energy -1960.21083 a.u.. Number 4: electronic energy -1660.42370 a.u..